[1]
Density functional theory data (the ωB97M-V functional and the def2-TZVPD basis) for a cluster of 12 separate species, H24O12 in total in a non-equilibrium geometry.

Last columns: bonded neighbours and bond lengths (Å).
Atoms and positions in Å:
1 O -3.5394 -0.7668 1.6554  H2 0.972, H3 0.961
2 H -3.2934 -1.1971 0.8194  O1 0.972
3 H -4.4169 -1.1046 1.8559  O1 0.961
4 O 0.6725 -1.5021 2.4791  H5 0.962, H6 0.980
5 H 1.2301 -2.2652 2.3011  O4 0.962
6 H 0.5320 -1.0957 1.5990  O4 0.980
7 O -1.2010 0.8119 2.7793  H8 0.969, H9 0.965
8 H -1.6918 0.1512 2.2685  O7 0.969
9 H -0.8249 0.3106 3.5131  O7 0.965
10 O -0.4476 -0.5962 -2.6702  H11 0.965, H12 0.967
11 H -0.9680 0.0962 -3.0960  O10 0.965
12 H -0.6130 -1.3863 -3.2022  O10 0.967
13 O 3.0854 -1.7602 0.8828  H14 0.968, H15 0.961
14 H 2.5995 -1.4775 0.0947  O13 0.968
15 H 3.9793 -1.4347 0.7433  O13 0.961
16 O 2.8307 0.6543 -1.5156  H17 0.960, H18 0.975
17 H 2.0257 0.8417 -1.0268  O16 0.960
18 H 2.6896 -0.2411 -1.8759  O16 0.975
19 O -0.5591 2.5062 0.1727  H20 0.965, H21 0.974
20 H -1.3198 2.3921 0.7561  O19 0.965
21 H 0.1993 2.5901 0.7785  O19 0.974
22 O 0.1057 2.7889 -2.7043  H23 0.969, H24 0.963
23 H -0.2876 2.6839 -1.8248  O22 0.969
24 H -0.6272 3.0493 -3.2715  O22 0.963
25 O 0.1605 -0.2753 0.0876  H26 0.977, H27 0.965
26 H -0.0081 0.6645 0.2936  O25 0.977
27 H -0.6316 -0.5644 -0.3818  O25 0.965
28 O 1.9077 -1.7618 -2.1309  H29 0.994, H30 0.963
29 H 1.0092 -1.3436 -2.2034  O28 0.994
30 H 1.7967 -2.6387 -2.5120  O28 0.963
31 O -2.3421 -1.7160 -0.7549  H32 0.962, H33 0.965
32 H -2.6398 -1.5637 -1.6574  O31 0.962
33 H -1.9132 -2.5804 -0.7808  O31 0.965
34 O 0.7651 2.9006 2.6288  H35 0.962, H36 0.975
35 H 1.5460 2.7088 3.1576  O34 0.962
36 H 0.1896 2.1214 2.7422  O34 0.975

Values from the calculation:
* lowest unoccupied orbital energy: -0.7 eV
* relative energy (zero: lowest compared OMol25 entry of this formula, charge and spin): 116.7 kJ/mol
* net charge: 0
* molecular weight: 216.180 g mol⁻¹
* SMILES: O.O.O.O.O.O.O.O.O.O.O.O

These are the Löwdin partial charges, in e, on atoms 1 to 4: atom 1 (O): -0.0542, atom 2 (H): -0.0025, atom 3 (H): 0.0444, atom 4 (O): -0.0940



[2]
Density functional theory data (the ωB97M-V functional and the def2-TZVPD basis) for a cluster of 12 separate species, H24O12 in total in a non-equilibrium geometry.

Last columns: bonded neighbours and bond lengths (Å).
Atoms and positions in Å:
1 O 0.3222 -0.6385 -0.1092  H2 0.964, H3 0.964
2 H 0.2196 0.2023 0.3507  O1 0.964
3 H -0.2331 -1.2481 0.3899  O1 0.964
4 O -3.8499 -0.9305 0.2216  H5 0.964, H6 0.964
5 H -4.5299 -0.4407 0.6977  O4 0.964
6 H -4.2424 -1.7993 0.0798  O4 0.964
7 O -4.4670 -0.5017 -1.5806  H8 0.964, H9 0.964
8 H -5.1999 -0.3055 -2.1750  O7 0.964
9 H -3.6820 -0.2908 -2.0986  O7 0.964
10 O -1.9833 0.5083 -0.3031  H11 0.964, H12 0.964
11 H -1.4624 0.4764 0.5071  O10 0.964
12 H -1.3524 0.7861 -0.9768  O10 0.964
13 O 4.1641 -2.8480 -1.1853  H14 0.964, H15 0.964
14 H 4.3183 -3.4768 -0.4713  O13 0.964
15 H 3.2522 -2.5644 -1.0551  O13 0.964
16 O -1.6835 1.1941 2.2859  H17 0.964, H18 0.964
17 H -1.4334 1.9612 1.7586  O16 0.964
18 H -2.6286 1.0962 2.1240  O16 0.964
19 O 1.5646 3.0630 1.5673  H20 0.964, H21 0.964
20 H 1.6787 3.9960 1.3540  O19 0.964
21 H 2.4192 2.7982 1.9258  O19 0.964
22 O 0.3650 4.3674 -1.0929  H23 0.964, H24 0.964
23 H 1.0144 3.6713 -0.9422  O22 0.964
24 H -0.2393 3.9881 -1.7410  O22 0.964
25 O 1.0362 -1.5110 -1.5896  H26 0.964, H27 0.964
26 H 0.6001 -2.0464 -2.2620  O25 0.964
27 H 0.9250 -2.0181 -0.7775  O25 0.964
28 O -0.6707 -3.6730 1.4357  H29 0.964, H30 0.964
29 H -0.8396 -2.7428 1.6233  O28 0.964
30 H 0.1236 -3.8742 1.9433  O28 0.964
31 O 3.0681 -0.7293 1.6460  H32 0.964, H33 0.964
32 H 3.3314 -1.1132 0.8020  O31 0.964
33 H 3.1601 0.2205 1.5105  O31 0.964
34 O 2.3314 1.8018 -1.5081  H35 0.964, H36 0.964
35 H 2.8403 1.5871 -0.7182  O34 0.964
36 H 1.7629 1.0342 -1.6366  O34 0.964

Values from the calculation:
* lowest unoccupied orbital energy: -0.1 eV
* relative energy (zero: lowest compared OMol25 entry of this formula, charge and spin): 664.9 kJ/mol
* net charge: 0
* molecular weight: 216.180 g mol⁻¹
* SMILES: O.O.O.O.O.O.O.O.O.O.O.O

These are the Löwdin partial charges, in e, on atoms 1 to 4: atom 1 (O): -0.1249, atom 2 (H): 0.0572, atom 3 (H): 0.0591, atom 4 (O): -0.1191



[3]
Density functional theory data (the ωB97M-V functional and the def2-TZVPD basis) for a cluster of 12 separate species, H24O12 in total.

Last columns: bonded neighbours and bond lengths (Å).
Atoms and positions in Å:
1 O -3.3383 0.8593 -1.0323  H2 0.978, H3 0.956
2 H -2.6611 1.5629 -1.0859  O1 0.978
3 H -4.0948 1.2847 -0.6301  O1 0.956
4 O 0.3450 2.4422 2.2858  H5 0.962, H6 0.970
5 H 0.8513 3.0006 1.6884  O4 0.962
6 H -0.3183 2.0022 1.7313  O4 0.970
7 O 1.2535 -0.4695 2.5709  H8 0.984, H9 0.978
8 H 2.2369 -0.4253 2.5724  O7 0.984
9 H 0.9352 0.4192 2.8274  O7 0.978
10 O -1.0442 2.6736 -1.3358  H11 0.972, H12 0.962
11 H -0.4644 2.0619 -1.8209  O10 0.972
12 H -0.4086 3.3085 -0.9912  O10 0.962
13 O -2.4836 -1.4230 -2.2192  H14 0.956, H15 0.975
14 H -3.0739 -1.8562 -2.8344  O13 0.956
15 H -3.0184 -0.7170 -1.8115  O13 0.975
16 O 3.5482 -1.1486 1.0907  H17 0.963, H18 0.969
17 H 2.7090 -0.9959 0.6444  O16 0.963
18 H 3.7355 -2.0970 1.0309  O16 0.969
19 O 1.6343 0.3011 -2.7985  H20 0.958, H21 0.967
20 H 2.2996 0.0035 -3.4204  O19 0.958
21 H 1.4179 -0.4741 -2.2616  O19 0.967
22 O -2.0471 0.7630 1.5350  H23 0.958, H24 0.969
23 H -1.7721 -0.0305 1.9970  O22 0.958
24 H -2.2963 0.4679 0.6467  O22 0.969
25 O -0.3826 -3.1080 -1.0752  H26 0.984, H27 0.970
26 H -1.2446 -2.7920 -1.4291  O25 0.984
27 H 0.0593 -2.2594 -0.9134  O25 0.970
28 O 1.9534 2.4421 -0.3039  H29 0.965, H30 0.955
29 H 2.1808 2.4456 -1.2415  O28 0.965
30 H 2.4196 1.6972 0.0706  O28 0.955
31 O -0.1391 -3.5274 2.2835  H32 0.971, H33 0.972
32 H -0.2774 -3.6187 1.3265  O31 0.971
33 H 0.3319 -2.6882 2.4234  O31 0.972
34 O 0.5075 -0.2460 -0.1685  H35 0.954, H36 0.985
35 H -0.1582 0.4362 -0.1206  O34 0.954
36 H 0.8040 -0.2950 0.7691  O34 0.985

Values from the calculation:
* lowest unoccupied orbital energy: 0.0 eV
* relative energy (zero: lowest compared OMol25 entry of this formula, charge and spin): 52.6 kJ/mol
* net charge: 0
* molecular weight: 216.180 g mol⁻¹
* SMILES: O.O.O.O.O.O.O.O.O.O.O.O

These are the Löwdin partial charges, in e, on atoms 1 to 4: atom 1 (O): -0.0485, atom 2 (H): 0.0335, atom 3 (H): 0.0747, atom 4 (O): -0.0539



[4]
Density functional theory data (the ωB97M-V functional and the def2-TZVPD basis) for a cluster of 12 separate species, H24O12 in total in a non-equilibrium geometry.

Last columns: bonded neighbours and bond lengths (Å).
Atoms and positions in Å:
1 O -2.3176 -3.1952 0.0271  H2 0.957, H3 0.957
2 H -1.9870 -4.0103 0.4046  O1 0.957
3 H -1.5337 -2.6702 -0.1343  O1 0.957
4 O 0.0312 -0.1109 0.0004  H5 0.957, H6 0.957
5 H -0.1323 0.4572 -0.7525  O4 0.957
6 H 0.1933 -0.9738 -0.3808  O4 0.957
7 O 0.6209 -2.5540 -0.9418  H8 0.957, H9 0.957
8 H 1.2440 -2.5656 -1.6683  O7 0.957
9 H 0.9008 -3.2719 -0.3740  O7 0.957
10 O 2.2808 0.2678 -2.0385  H11 0.957, H12 0.957
11 H 1.7632 0.3869 -1.2422  O10 0.957
12 H 2.2365 1.1146 -2.4825  O10 0.957
13 O -1.4353 0.1059 -4.2596  H14 0.957, H15 0.957
14 H -1.1104 0.5308 -3.4657  O13 0.957
15 H -1.4824 -0.8228 -4.0326  O13 0.957
16 O 1.1455 2.6343 -0.3614  H17 0.957, H18 0.957
17 H 0.6711 3.2066 0.2417  O16 0.957
18 H 1.9421 3.1196 -0.5760  O16 0.957
19 O 0.6971 1.0010 2.8578  H20 0.957, H21 0.957
20 H 0.6922 0.7737 1.9280  O19 0.957
21 H -0.1426 1.4371 3.0027  O19 0.957
22 O -0.9740 1.6121 -2.1772  H23 0.957, H24 0.957
23 H -0.1627 2.0761 -1.9708  O22 0.957
24 H -1.4567 1.5933 -1.3508  O22 0.957
25 O 2.9731 0.3934 0.7414  H26 0.957, H27 0.957
26 H 2.2183 0.9625 0.5906  O25 0.957
27 H 3.6730 0.9890 1.0088  O25 0.957
28 O 0.7210 -2.5927 2.8159  H29 0.957, H30 0.957
29 H 0.9836 -2.2276 3.6609  O28 0.957
30 H 0.8399 -1.8730 2.1962  O28 0.957
31 O -2.1711 2.1476 0.1982  H32 0.957, H33 0.957
32 H -3.0960 1.9717 0.0254  O31 0.957
33 H -2.0750 3.0890 0.0542  O31 0.957
34 O -2.2206 -0.7559 2.7979  H35 0.957, H36 0.957
35 H -1.3495 -0.6416 2.4180  O34 0.957
36 H -2.1806 -1.6045 3.2390  O34 0.957

Values from the calculation:
* lowest unoccupied orbital energy: -0.5 eV
* relative energy (zero: lowest compared OMol25 entry of this formula, charge and spin): 170.4 kJ/mol
* net charge: 0
* molecular weight: 216.180 g mol⁻¹
* SMILES: O.O.O.O.O.O.O.O.O.O.O.O

These are the Löwdin partial charges, in e, on atoms 1 to 4: atom 1 (O): -0.0451, atom 2 (H): 0.0309, atom 3 (H): -0.0115, atom 4 (O): -0.0437



[5]
Density functional theory data (the ωB97M-V functional and the def2-TZVPD basis) for a cluster of 12 separate species, H24O12 in total.

Last columns: bonded neighbours and bond lengths (Å).
Atoms and positions in Å:
1 O -1.3026 -3.3568 -2.9585  H2 0.957, H3 0.957
2 H -1.3820 -3.5858 -3.8845  O1 0.957
3 H -0.7135 -2.6025 -2.9475  O1 0.957
4 O 3.3769 1.7134 -0.4591  H5 0.957, H6 0.957
5 H 3.3655 2.4987 -1.0063  O4 0.957
6 H 2.4880 1.3640 -0.5223  O4 0.957
7 O -3.7236 2.6778 -1.7980  H8 0.957, H9 0.957
8 H -3.0134 3.0747 -1.2937  O7 0.957
9 H -3.7783 3.2074 -2.5935  O7 0.957
10 O 1.1964 3.6544 3.6223  H11 0.957, H12 0.957
11 H 2.0779 3.9854 3.7943  O10 0.957
12 H 1.3353 2.8518 3.1196  O10 0.957
13 O -0.8470 1.8693 -4.4746  H14 0.957, H15 0.957
14 H -1.7044 1.8917 -4.8995  O13 0.957
15 H -1.0432 1.8717 -3.5378  O13 0.957
16 O -2.6514 -2.5074 4.0780  H17 0.957, H18 0.957
17 H -2.8651 -3.3393 3.6556  O16 0.957
18 H -2.7603 -1.8529 3.3881  O16 0.957
19 O 0.1917 -0.1178 -0.0910  H20 0.957, H21 0.957
20 H 0.1530 -1.0434 0.1496  O19 0.957
21 H -0.5565 0.2779 0.3560  O19 0.957
22 O 1.9001 -4.5675 0.2023  H23 0.957, H24 0.957
23 H 1.0110 -4.8144 0.4571  O22 0.957
24 H 2.2186 -5.3115 -0.3088  O22 0.957
25 O 4.3485 -1.5042 -2.7786  H26 0.957, H27 0.957
26 H 3.8577 -0.9265 -2.1942  O25 0.957
27 H 3.6780 -2.0294 -3.2155  O25 0.957
28 O 2.5148 -2.2296 3.7090  H29 0.957, H30 0.957
29 H 2.7619 -2.2538 2.7846  O28 0.957
30 H 2.7931 -3.0780 4.0541  O28 0.957
31 O -3.3915 0.2541 1.3932  H32 0.957, H33 0.957
32 H -3.7583 1.0885 1.6856  O31 0.957
33 H -3.7190 0.1477 0.5001  O31 0.957
34 O -0.7944 3.9073 0.4811  H35 0.957, H36 0.957
35 H -0.4057 3.9715 1.3535  O34 0.957
36 H -0.8581 4.8135 0.1796  O34 0.957

Values from the calculation:
* lowest unoccupied orbital energy: -0.1 eV
* relative energy (zero: lowest compared OMol25 entry of this formula, charge and spin): 241.8 kJ/mol
* net charge: 0
* molecular weight: 216.180 g mol⁻¹
* SMILES: O.O.O.O.O.O.O.O.O.O.O.O

These are the Löwdin partial charges, in e, on atoms 1 to 4: atom 1 (O): -0.0552, atom 2 (H): 0.0293, atom 3 (H): 0.0250, atom 4 (O): -0.0517



[6]
Density functional theory data (the ωB97M-V functional and the def2-TZVPD basis) for a cluster of 12 separate species, H24O12 in total.

Last columns: bonded neighbours and bond lengths (Å).
Atoms and positions in Å:
1 O 1.8839 0.2502 -2.7360  H2 0.971, H3 0.962
2 H 1.2698 0.0930 -2.0005  O1 0.971
3 H 1.3920 -0.0037 -3.5233  O1 0.962
4 O 2.0640 -2.3593 -1.2562  H5 0.962, H6 0.966
5 H 2.6264 -1.9167 -0.6135  O4 0.962
6 H 2.4641 -2.1257 -2.1034  O4 0.966
7 O 0.9251 3.3488 -0.3667  H8 0.962, H9 0.977
8 H 0.4395 3.9447 0.2125  O7 0.962
9 H 1.5712 2.9039 0.2153  O7 0.977
10 O 0.0380 0.0079 -0.5785  H11 0.973, H12 0.967
11 H -0.0773 -0.8100 -0.0635  O10 0.973
12 H 0.2260 0.6882 0.0828  O10 0.967
13 O -2.2105 -0.5718 -2.6428  H14 0.964, H15 0.969
14 H -2.0053 -1.4064 -2.2071  O13 0.964
15 H -1.5312 0.0441 -2.3303  O13 0.969
16 O -2.1836 0.3006 2.8762  H17 0.961, H18 0.978
17 H -2.9714 -0.0070 3.3326  O16 0.961
18 H -2.2859 -0.0485 1.9680  O16 0.978
19 O 0.3765 -1.9218 1.6129  H20 0.964, H21 0.965
20 H 1.2835 -2.2397 1.5385  O19 0.964
21 H 0.3620 -1.3838 2.4144  O19 0.965
22 O -0.8401 -2.8762 -1.0022  H23 0.963, H24 0.970
23 H -0.6808 -3.3965 -0.2076  O22 0.963
24 H 0.0389 -2.7571 -1.3948  O22 0.970
25 O -0.5749 2.1895 -2.6607  H26 0.961, H27 0.966
26 H 0.0564 2.7481 -3.1228  O25 0.961
27 H -0.2372 2.1684 -1.7554  O25 0.966
28 O 0.3570 1.3330 3.3098  H29 0.975, H30 0.961
29 H -0.4125 0.7663 3.1167  O28 0.975
30 H 0.1999 1.6658 4.1980  O28 0.961
31 O 2.3618 1.7265 1.4127  H32 0.977, H33 0.961
32 H 1.6972 1.6529 2.1248  O31 0.977
33 H 3.1422 1.2675 1.7338  O31 0.961
34 O -2.9989 -0.8544 0.4456  H35 0.967, H36 0.962
35 H -2.2157 -0.8619 -0.1217  O34 0.967
36 H -3.5503 -1.5586 0.0921  O34 0.962

Values from the calculation:
* lowest unoccupied orbital energy: -0.2 eV
* relative energy (zero: lowest compared OMol25 entry of this formula, charge and spin): 58.2 kJ/mol
* net charge: 0
* molecular weight: 216.180 g mol⁻¹
* SMILES: O.O.O.O.O.O.O.O.O.O.O.O

These are the Löwdin partial charges, in e, on atoms 1 to 4: atom 1 (O): -0.0729, atom 2 (H): -0.0194, atom 3 (H): 0.0416, atom 4 (O): -0.0504